14
Properties=species:S:1:pos:R:3 method="wB97M-V/def2-TZVPD" smiles="C[C@@]1(C=C=N)CO1" e_homo_ev=-8.796 relative_energy_kcal_mol=59.9 total_charge=0 max_force_ev_per_a=0.63 total_energy_ha=-324.62896 molar_mass_g_mol=97.117
C 0.465 -0.153 -1.820
C -0.044 -0.132 -0.394
C 0.472 0.975 0.474
C 0.414 0.861 1.782
N 0.239 0.758 2.991
C -1.336 -0.762 -0.091
O -0.111 -1.397 0.259
H 0.437 -1.182 -2.189
H -0.158 0.469 -2.472
H 1.496 0.209 -1.886
H 0.957 1.841 0.034
H 0.974 0.259 3.493
H -1.901 -1.257 -0.883
H -1.926 -0.387 0.747

---

14
Properties=species:S:1:pos:R:3 method="wB97M-V/def2-TZVPD" smiles=c1ccncc1.O e_homo_ev=-8.374 relative_energy_kcal_mol=83.0 total_charge=0 max_force_ev_per_a=7.36 total_energy_ha=-324.59221 molar_mass_g_mol=97.117
C 0.470 -1.042 0.420
C 1.746 -0.400 0.446
C 1.909 0.736 -0.371
N 1.100 1.266 -1.293
C -0.200 0.749 -1.178
C -0.517 -0.332 -0.354
H 0.172 -2.008 0.873
H 2.588 -0.671 0.998
H 2.838 1.351 -0.253
H -1.055 1.257 -1.591
H -1.566 -0.688 -0.481
O -2.153 -0.186 0.744
H -3.035 -0.617 0.742
H -2.300 0.585 1.297

---

14
Properties=species:S:1:pos:R:3 method="wB97M-V/def2-TZVPD" smiles="C=NC=O.C=C=C" e_homo_ev=-10.085 relative_energy_kcal_mol=74.5 total_charge=0 max_force_ev_per_a=0.49 total_energy_ha=-324.60572 molar_mass_g_mol=97.117
C -1.145 -0.799 0.620
N -1.572 0.277 0.092
C -1.703 0.227 -1.321
O -1.917 -0.769 -1.967
H -0.920 -1.687 0.026
H -1.013 -0.855 1.699
H -1.619 1.224 -1.786
C 1.742 -0.906 0.553
C 1.516 0.371 0.377
C 1.127 1.600 0.194
H 1.851 -1.331 1.549
H 1.805 -1.581 -0.297
H 0.053 1.790 0.222
H 1.795 2.438 0.039

---

14
Properties=species:S:1:pos:R:3 method="wB97M-V/def2-TZVPD" smiles="CC=C=CC(N)=O" e_homo_ev=-9.553 relative_energy_kcal_mol=28.4 total_charge=0 max_force_ev_per_a=0.46 total_energy_ha=-324.67917 molar_mass_g_mol=97.117
C 0.363 2.655 -0.461
C -0.456 1.468 -0.900
C -0.221 0.237 -0.542
C 0.099 -1.004 -0.262
C -0.544 -1.810 0.820
N 0.110 -2.990 1.072
O -1.571 -1.497 1.392
H 0.851 2.475 0.500
H -0.253 3.554 -0.384
H 1.141 2.854 -1.208
H -1.264 1.639 -1.611
H 0.856 -1.491 -0.877
H -0.215 -3.519 1.867
H 1.079 -3.097 0.818